ORCA calculation (the ωB97M-V functional and the def2-TZVPD basis) on a molecular structure, C21H36N8O8P3SZr.

XYZ file:
```
78
Properties=species:S:1:pos:R:3:forces:R:3
Zr 0.1306 0.4157 -0.2337 -0.162 0.460 -0.030
N -2.2485 4.2144 0.3584 -0.005 -0.005 -0.060
C -3.1522 4.5357 -0.6955 0.046 -0.038 0.053
C -3.8797 5.7096 -0.6380 0.006 -0.008 -0.007
C -4.7260 6.0420 -1.6873 -0.008 0.000 -0.015
C -4.8217 5.2103 -2.7910 -0.006 0.016 0.012
C -4.0778 4.0380 -2.8474 0.028 -0.010 0.006
C -3.2530 3.6965 -1.7882 -0.024 0.088 -0.176
S -2.3987 2.1501 -1.8545 0.017 -0.138 0.262
N -1.2738 2.2684 -0.5362 -0.107 -0.099 -0.052
C -1.3307 3.2456 0.3198 0.123 0.063 0.058
C -0.2114 3.3149 1.3105 -0.023 0.003 -0.037
C -0.0096 4.3810 2.1703 0.018 -0.007 0.008
C 1.1251 4.3948 2.9706 0.001 0.004 0.003
C 2.0239 3.3484 2.8760 0.010 -0.009 -0.012
C 1.7417 2.3130 2.0012 -0.017 0.032 0.025
N 0.6473 2.2890 1.2395 0.016 -0.125 -0.047
H -2.1777 4.9011 1.0899 -0.014 0.008 -0.006
H -3.7906 6.3648 0.2207 -0.001 -0.001 0.002
H -5.3025 6.9550 -1.6416 0.001 0.000 0.006
H -5.4724 5.4701 -3.6141 -0.001 0.000 0.001
H -4.1492 3.3923 -3.7143 0.001 -0.003 0.004
H -0.6919 5.2165 2.2274 -0.004 -0.004 -0.004
H 1.3060 5.2217 3.6442 -0.005 0.002 -0.001
H 2.9323 3.3309 3.4612 -0.004 0.001 0.005
H 2.4166 1.4750 1.8907 -0.010 0.001 0.009
C 1.3212 -1.8586 4.9498 -0.014 0.007 -0.025
N 0.3911 -1.2404 3.9973 -0.028 -0.019 0.006
C -0.9398 -0.8801 4.4902 0.010 0.008 0.002
C 0.6905 -1.0244 2.7161 0.006 -0.111 -0.045
N -0.0609 -0.3489 1.8872 0.000 0.206 -0.190
N 1.8601 -1.6240 2.2628 -0.045 0.000 -0.009
C 2.5178 -1.3904 1.0801 0.002 0.054 0.046
N 3.5551 -2.1954 0.8396 0.004 0.006 -0.011
N 2.1582 -0.4183 0.2836 -0.080 -0.051 0.003
H 1.0751 -1.5008 5.9453 0.002 -0.014 0.003
H 2.3463 -1.5539 4.7474 0.006 0.007 0.015
H 1.2369 -2.9474 4.9464 0.010 -0.003 0.003
H -1.1058 -1.3853 5.4364 -0.001 0.002 0.000
H -1.7093 -1.2160 3.7943 -0.005 0.000 0.006
H -1.0272 0.1961 4.6556 0.000 0.000 -0.003
H -0.8590 0.0588 2.3631 -0.016 -0.051 0.006
H 2.2159 -2.3727 2.8357 0.015 0.006 -0.006
H 3.8500 -2.9150 1.4791 0.002 0.001 0.000
H 4.0222 -2.1684 -0.0525 0.012 0.003 0.014
H 2.7910 -0.3421 -0.5063 -0.006 0.060 0.016
C -1.9319 -2.4404 -3.6964 0.015 0.008 -0.036
C -1.6101 -2.6094 -2.2200 -0.064 -0.043 0.124
O -1.9063 -3.9227 -1.7336 -0.033 0.029 -0.026
P -2.6199 -1.5158 -1.1037 0.027 -0.122 -0.075
O -3.2823 -2.4209 -0.0147 0.019 -0.002 0.016
O -3.7051 -0.9430 -2.0755 -0.036 -0.015 0.081
O -1.8739 -0.4314 -0.3599 0.226 0.218 -0.046
P 0.1510 -2.2668 -1.8471 -0.054 0.246 -0.089
O 0.1086 -2.3919 -0.2250 0.148 -0.180 0.071
O 1.1700 -3.0821 -2.4929 -0.115 -0.084 -0.102
O 0.2404 -0.7132 -1.9710 0.263 -0.103 0.252
H -2.9757 -2.6778 -3.8950 0.002 0.000 0.007
H -1.2926 -3.1121 -4.2728 0.008 0.012 -0.001
H -1.7416 -1.4213 -4.0318 0.004 0.007 0.006
H -1.8185 -4.5595 -2.4568 0.028 -0.003 0.007
H -3.4841 -3.3258 -0.3073 0.002 -0.019 -0.010
H -4.3930 -0.3737 -1.6991 0.000 0.025 -0.005
H 0.0479 -3.2958 0.1136 -0.016 -0.038 -0.100
C 0.7405 2.0138 -4.0497 -0.005 -0.005 -0.036
P 2.0070 1.9079 -2.7981 -0.012 -0.039 -0.035
C 2.9196 3.4393 -2.7820 0.014 0.009 -0.025
C 3.1243 0.5857 -3.2482 0.015 0.006 -0.023
O 1.4086 1.6616 -1.3983 -0.172 -0.245 0.141
H 1.2110 2.1162 -5.0292 -0.016 0.019 -0.002
H 0.1002 2.8773 -3.8694 0.006 0.002 0.025
H 0.1346 1.1080 -4.0387 0.026 -0.017 0.016
H 3.3002 3.6540 -3.7819 0.007 -0.004 0.005
H 3.7606 3.3689 -2.0924 -0.008 -0.006 0.011
H 2.2670 4.2553 -2.4716 -0.014 -0.008 -0.003
H 3.5231 0.7634 -4.2484 0.001 0.000 0.002
H 2.5978 -0.3702 -3.2464 -0.012 0.007 0.008
H 3.9665 0.5594 -2.5543 -0.002 0.001 0.004
```
Forces are in eV/Å.

Values from the calculation:
- Frontier orbital gap: 6.79 eV
- Energy above the lowest of the compared OMol25 structures with the same formula, charge and spin: 16.4 kcal/mol
- Lowest unoccupied orbital energy: -0.3021 hartree
- Net charge: +3


ORCA calculation (the ωB97M-V functional and the def2-TZVPD basis) on a gas-phase ion, C14H12N3O (charge +1) at a distorted geometry.

XYZ file:
```
30
Properties=species:S:1:pos:R:3:forces:R:3
N 0.6614 3.7213 0.5337 -1.044 0.690 -0.668
C -0.1425 2.8274 -0.1330 0.589 2.140 0.369
O -1.2045 3.2067 -0.9309 1.577 -2.388 -0.259
N -1.6288 2.0115 -1.6068 0.086 1.132 0.977
N -0.9580 1.0582 -1.0899 1.578 0.907 2.150
C -1.1675 -0.3069 -1.4163 0.026 -2.331 -0.534
C -2.3404 -0.7928 -2.0154 0.721 -0.366 -1.843
C -2.3664 -2.0730 -2.6402 1.410 0.389 2.987
C -1.3236 -3.0153 -2.3766 0.049 2.852 1.050
C -0.2037 -2.6020 -1.6176 -1.318 1.924 -0.614
C -0.1318 -1.2268 -1.1908 0.424 -1.577 -1.284
C 0.0220 1.4838 -0.1248 -1.454 -0.420 -1.103
C 0.7168 0.7452 0.9425 -1.768 -1.008 0.870
C 2.0647 0.6879 1.1205 1.857 -0.002 -1.204
C 2.6487 -0.1770 2.0766 1.293 0.713 -0.735
C 1.8739 -0.8501 3.0035 0.161 0.034 0.294
C 0.4978 -0.6671 2.9368 -0.607 0.262 -0.959
C -0.0762 0.0728 1.8888 -1.608 -0.370 0.729
H 1.5152 3.3504 1.0273 -1.602 0.786 -0.818
H 0.4530 4.7597 0.4480 0.631 -2.116 0.351
H -3.1223 -0.1142 -2.3010 -0.414 0.242 0.390
H -3.3055 -2.3767 -3.0230 -0.507 -0.306 -0.848
H -1.3832 -3.9842 -2.7530 -0.089 -1.469 -0.614
H 0.6749 -3.2268 -1.4802 -0.316 0.031 0.077
H 0.8784 -0.9538 -0.9421 -0.060 0.498 0.607
H 2.6553 1.2654 0.3595 -0.059 -0.867 0.964
H 3.7580 -0.3088 2.0238 -1.136 0.218 0.324
H 2.3198 -1.4781 3.7977 -0.266 0.420 -0.718
H -0.1640 -1.1570 3.6340 -0.003 -0.003 0.136
H -1.2214 0.1203 1.8490 1.847 -0.016 -0.076
```
Forces are in eV/Å.

Values from the calculation:
- Frontier orbital gap: 8.00 eV
- SMILES: Nc1on[n+](-c2ccccc2)c1-c1ccccc1
- Energy above the lowest of the compared OMol25 structures with the same formula, charge and spin: 76.2 kcal/mol
- Lowest unoccupied orbital energy: -0.1703 hartree
- Net charge: +1


ORCA calculation (the ωB97M-V functional and the def2-TZVPD basis) on a molecular structure, C29H46P2PtTe at a distorted geometry.

XYZ file:
```
79
Properties=species:S:1:pos:R:3:forces:R:3
Pt -0.4071 -0.5609 1.4490 -0.205 1.171 -0.248
C -2.1238 -1.2257 2.9762 0.501 0.237 1.643
C -1.7385 -2.3044 2.1121 0.893 -0.832 0.109
C 0.1293 -1.6893 3.3819 -0.322 -0.731 -0.951
C -0.9667 -0.8205 3.7335 -1.364 -0.404 -0.314
C -0.3196 -2.5603 2.3117 -0.637 -0.508 1.506
C -3.5070 -0.7041 3.1690 -0.086 0.037 -0.037
H -4.1078 -0.8072 2.2596 0.053 0.024 0.183
H -3.4963 0.3505 3.4639 -0.092 -0.199 -0.057
H -4.0167 -1.2644 3.9664 0.111 0.099 -0.176
C -0.9629 0.2514 4.7644 -0.012 0.143 0.245
H -1.9090 0.8056 4.7573 0.297 -0.114 0.048
H -0.1540 0.9733 4.5833 -0.237 -0.116 0.220
H -0.8288 -0.1670 5.7734 0.007 0.133 -0.235
C 1.4722 -1.7706 4.0100 0.149 -0.090 0.016
H 1.4078 -2.2180 5.0141 0.011 0.205 -0.215
H 1.9366 -0.7805 4.1053 0.017 -0.181 0.188
H 2.1437 -2.3952 3.4116 -0.093 0.149 0.171
C 0.4865 -3.6587 1.7109 -0.030 -0.165 0.132
H 0.4780 -4.5360 2.3686 0.050 0.079 -0.168
H 1.5233 -3.3388 1.5770 -0.090 -0.166 -0.086
H 0.0787 -3.9577 0.7449 0.135 -0.129 0.129
C -2.6494 -3.1256 1.2671 -0.190 0.058 -0.211
H -2.9622 -4.0320 1.8124 0.149 0.270 -0.118
H -2.1571 -3.4506 0.3406 -0.187 0.018 0.257
H -3.5609 -2.5706 1.0071 0.258 -0.241 0.060
C -1.0548 1.5217 0.5355 -1.334 -1.267 0.353
C -2.2052 0.7033 0.5509 1.280 1.740 -0.477
C -2.6732 -0.1016 -0.6219 -0.283 -0.559 -0.105
C -1.5911 -0.9231 -1.3918 -0.518 0.017 -0.414
C -0.4222 -1.4493 -0.6090 1.826 1.023 -0.643
C 0.7776 -0.7089 -0.4046 -1.390 -0.860 -0.403
C 0.9766 0.6792 -0.9286 -0.154 0.795 -0.215
C -0.1807 1.7195 -0.6617 0.661 0.021 -0.765
H -3.1786 0.5732 -1.3395 0.206 -0.218 0.257
H -1.2308 -0.3292 -2.2446 0.038 -0.213 0.191
H -3.4537 -0.8041 -0.2744 0.294 0.422 -0.116
H -0.8064 1.7731 -1.5630 0.101 0.031 0.194
H -0.9373 2.2360 1.3510 -0.250 -0.091 -0.108
H -2.9397 0.8925 1.3272 0.245 -0.135 0.058
H 0.3007 2.7019 -0.5544 -0.167 -0.198 -0.194
H 1.9012 1.0925 -0.4995 -0.124 -0.190 -0.233
H 1.6666 -1.2582 -0.0950 -0.088 -0.009 -0.227
H 1.1174 0.6248 -2.0226 0.086 0.022 0.307
H -2.1091 -1.7975 -1.8168 0.167 0.363 0.000
H -0.3464 -2.5259 -0.5113 -0.047 0.172 0.191
P -0.7391 0.8595 -4.8174 -0.014 1.259 -2.200
C -0.8222 2.7052 -4.9683 -0.267 0.121 0.552
C -2.0599 0.5433 -6.0961 -0.487 -0.272 0.427
P 1.5066 -0.9017 -5.5782 0.869 0.208 -2.081
C 0.6810 0.6993 -6.0327 0.030 -0.384 0.735
C 1.0122 -1.8408 -7.1181 -0.223 -0.519 0.260
C 3.1676 -0.4522 -6.2924 0.374 -0.162 0.420
H 0.0442 3.1397 -4.4550 -0.191 0.044 -0.067
H -1.7383 3.0485 -4.4728 0.165 0.198 -0.099
H -0.8267 3.0466 -6.0139 0.006 -0.223 0.323
H -1.9593 1.1799 -6.9887 0.176 -0.136 0.407
H -3.0316 0.7592 -5.6338 0.056 -0.131 -0.191
H -2.0629 -0.5050 -6.4199 -0.006 0.183 0.134
H 3.1126 -0.0860 -7.3289 -0.184 -0.117 0.347
H 3.8214 -1.3345 -6.2756 -0.070 0.234 0.001
H 3.6276 0.3271 -5.6731 0.034 -0.155 -0.105
H 1.3997 1.5259 -5.9048 -0.272 -0.282 0.168
H 0.3540 0.7037 -7.0910 0.037 0.038 0.615
H 1.5942 -2.7717 -7.1672 -0.195 0.164 0.039
H 1.2008 -1.2841 -8.0490 -0.008 0.024 0.447
H -0.0491 -2.1133 -7.0872 0.158 -0.017 -0.016
Te 1.7218 1.4059 2.5280 0.331 0.321 0.948
C 2.3612 2.2125 4.3581 0.471 0.370 0.313
C 2.2587 1.5764 5.6236 0.101 0.292 -0.119
C 2.7708 2.2151 6.7639 -0.247 -0.352 -0.367
C 3.4036 3.4653 6.6584 -0.321 -0.404 -0.557
C 3.5168 4.0827 5.4021 0.048 0.167 -0.013
C 2.9995 3.4811 4.2598 -0.233 -0.548 0.075
H 1.7798 0.5975 5.6896 0.209 0.378 0.223
H 2.6700 1.7225 7.7408 0.092 0.269 -0.524
H 3.7998 3.9446 7.5499 -0.050 -0.050 -0.208
H 4.0185 5.0502 5.3223 -0.202 -0.337 -0.008
H 3.0674 3.9351 3.2707 0.175 0.208 0.378
```
Forces are in eV/Å.

Values from the calculation:
- Frontier orbital gap (spin up / spin down): 6.36 / 2.97 eV
- Energy above the lowest of the compared OMol25 structures with the same formula, charge and spin: 0.0 kcal/mol
- Lowest unoccupied orbital energy (spin up / spin down): -0.2007 / -0.3489 hartree
- Net charge: +2
- Spin multiplicity: 5


ORCA calculation (the ωB97M-V functional and the def2-TZVPD basis) on 2 unconnected molecules or ions with the total composition C5H16N2O at a distorted geometry.

XYZ file:
```
24
Properties=species:S:1:pos:R:3:forces:R:3
N 2.8252 -0.8954 -0.6665 -0.430 0.209 -0.824
C 2.4747 0.1094 0.2923 0.213 -0.975 -0.424
C 1.0039 0.0868 0.8689 0.420 -0.304 0.251
N -0.0106 0.3104 -0.0754 -1.151 -0.084 1.469
C -1.7148 1.2157 1.4205 0.492 0.547 0.023
C -0.9292 1.4195 0.1019 -1.064 0.088 -1.444
C -1.9403 1.3928 -1.0728 -0.087 -1.179 0.109
H 2.3634 -1.7937 -0.6301 0.166 -0.068 0.562
H 2.7217 -0.5696 -1.6208 0.132 0.018 0.098
H 3.0940 -0.0307 1.1772 -0.032 0.340 0.135
H 2.6422 1.0735 -0.1758 0.138 0.223 0.279
H 1.0343 0.8313 1.6571 -0.321 0.458 -0.148
H 0.8043 -0.8691 1.3536 0.315 -0.310 -0.183
H -0.5288 -0.5278 -0.3731 0.537 -0.048 -0.462
H -2.5873 1.8686 1.3787 0.099 -0.003 0.041
H -2.0613 0.1904 1.5112 0.005 -0.121 0.039
H -1.0932 1.5062 2.2648 -0.123 -0.189 0.191
H -0.3729 2.3500 0.0868 0.247 0.119 0.312
H -2.1897 2.3653 -1.4892 0.098 -0.079 0.075
H -1.6233 0.6890 -1.8501 0.408 0.610 -0.295
H -2.8419 0.8692 -0.7420 -0.201 0.519 0.178
H -1.9484 -3.4848 -0.6008 -0.121 0.214 0.073
H -0.4808 -3.2814 -0.8755 -0.004 0.005 -0.026
O -1.2656 -2.8025 -0.5860 0.265 0.012 -0.030
```
Forces are in eV/Å.

Values from the calculation:
- Frontier orbital gap (spin up / spin down): 10.86 / 6.06 eV
- Energy above the lowest of the compared OMol25 structures with the same formula, charge and spin: 0.0 kcal/mol
- Lowest unoccupied orbital energy (spin up / spin down): -0.1005 / -0.2682 hartree
- Net charge: +1
- Spin multiplicity: 2